Arrangement one

Density functional theory data (ωB97M-V/def2-TZVPD) for a molecular structure, C21H31F5MnP2S.

Atoms and positions in Å:
P (-1.250, -0.487, -1.244)
P (0.537, -3.362, -0.831)
C (-1.270, -1.953, -2.458)
C (-1.197, -3.118, -1.522)
H (-0.433, -1.867, -3.153)
H (-2.219, -1.905, -3.000)
H (-1.682, -2.847, -0.507)
H (-1.625, -4.055, -1.868)
C (1.915, -2.876, -1.978)
H (2.861, -3.122, -1.461)
H (1.935, -1.794, -2.193)
H (1.857, -3.447, -2.919)
C (0.473, -5.186, -0.982)
H (-0.220, -5.419, -1.804)
H (0.069, -5.598, -0.051)
H (1.443, -5.652, -1.208)
C (-1.460, 0.714, -2.616)
H (-1.894, 1.622, -2.217)
H (-2.151, 0.284, -3.342)
H (-0.512, 0.928, -3.095)
C (-3.096, -0.421, -0.890)
H (-3.395, -0.822, 0.088)
H (-3.589, -0.984, -1.694)
H (-3.373, 0.637, -0.946)
Mn (-0.374, -1.829, 0.139)
C (0.965, 3.040, -0.635)
C (0.428, 3.040, -1.870)
C (-0.489, 4.024, -2.541)
C (-1.484, 4.612, -1.560)
C (-2.397, 3.582, -0.967)
C (-2.202, 2.896, 0.175)
C (-1.101, 2.999, 1.176)
C (0.404, 2.887, 0.746)
C (-1.123, -2.577, 1.798)
H (2.064, 3.083, -0.554)
H (0.867, 2.329, -2.565)
H (-1.004, 3.494, -3.361)
H (0.076, 4.871, -2.956)
H (-0.979, 5.155, -0.752)
H (-2.092, 5.353, -2.090)
H (-3.283, 3.352, -1.569)
H (-3.040, 2.320, 0.568)
H (-1.289, 2.150, 1.859)
H (-1.149, 3.905, 1.826)
H (0.983, 3.597, 1.367)
H (0.702, 1.879, 1.088)
H (-0.245, -3.078, 2.221)
H (-1.979, -3.263, 1.698)
H (-1.366, -1.670, 2.360)
F (3.999, 0.860, 6.152)
C (3.616, 0.209, 5.032)
C (3.328, -1.166, 5.082)
F (3.628, -1.865, 6.199)
C (2.773, -1.793, 3.956)
F (2.727, -3.147, 3.931)
C (2.392, -1.054, 2.794)
S (1.619, -1.639, 1.359)
C (2.942, 0.248, 2.725)
F (3.066, 0.809, 1.494)
C (3.464, 0.909, 3.830)
F (3.826, 2.210, 3.732)

- frontier orbital gap (alpha / beta) (Eh) = 0.254 / 0.259
- lowest unoccupied orbital energy (alpha / beta) (eV) = 0.33 / -0.33
- total charge = 0
- E_HOMO (alpha / beta) (eV) = -6.58 / -7.36
- multiplicity = 6

Atom charges from the Mulliken analysis, given in e for atoms 1 to 6:
1. P 1.72
2. P 1.17
3. C -1.54
4. C -0.82
5. H 0.48
6. H 0.59

---

Arrangement two

Density functional theory data (ωB97M-V/def2-TZVPD) for a molecular structure, C21H31F5MnP2S.

Atoms and positions in Å:
P (0.795, 0.242, -4.477)
P (1.575, 3.204, -3.861)
C (1.262, 1.318, -5.900)
C (2.247, 2.394, -5.408)
H (0.347, 1.776, -6.290)
H (1.664, 0.708, -6.720)
H (3.243, 1.936, -5.179)
H (2.372, 3.231, -6.113)
C (-0.063, 4.022, -4.151)
H (-0.199, 4.791, -3.368)
H (-0.941, 3.353, -4.117)
H (-0.044, 4.524, -5.130)
C (2.606, 4.682, -3.612)
H (2.941, 5.026, -4.599)
H (3.478, 4.412, -3.013)
H (2.045, 5.482, -3.126)
C (-0.887, -0.352, -4.704)
H (-1.025, -1.244, -4.073)
H (-1.084, -0.629, -5.755)
H (-1.626, 0.393, -4.371)
C (1.901, -1.198, -4.753)
H (2.801, -1.140, -4.134)
H (2.189, -1.240, -5.808)
H (1.385, -2.124, -4.496)
Mn (1.354, 1.417, -2.955)
C (-2.792, -1.352, -1.856)
C (-3.401, -1.530, -3.042)
C (-3.608, -2.742, -3.880)
C (-2.809, -3.996, -3.465)
C (-1.356, -3.842, -3.843)
C (-0.519, -3.277, -2.960)
C (-0.855, -3.214, -1.513)
C (-1.639, -1.946, -1.098)
C (3.068, 0.745, -2.570)
H (-3.140, -0.453, -1.326)
H (-3.955, -0.664, -3.431)
H (-3.331, -2.452, -4.916)
H (-4.691, -2.988, -3.922)
H (-2.916, -4.183, -2.393)
H (-3.244, -4.849, -3.983)
H (-1.027, -4.238, -4.816)
H (0.489, -2.983, -3.221)
H (0.095, -3.118, -0.966)
H (-1.343, -4.146, -1.194)
H (-2.009, -2.124, -0.073)
H (-0.901, -1.127, -0.931)
H (3.451, 1.535, -1.915)
H (3.657, 0.574, -3.476)
H (2.816, -0.169, -2.002)
F (0.582, 1.139, 4.492)
C (0.537, 1.268, 3.152)
C (1.553, 1.932, 2.453)
F (2.597, 2.428, 3.155)
C (1.487, 2.055, 1.062)
F (2.539, 2.616, 0.407)
C (0.344, 1.627, 0.356)
S (-0.003, 1.909, -1.358)
C (-0.654, 0.967, 1.093)
F (-1.808, 0.595, 0.479)
C (-0.555, 0.758, 2.458)
F (-1.513, 0.065, 3.111)

- frontier orbital gap (alpha / beta) (Eh) = 0.259 / 0.295
- lowest unoccupied orbital energy (alpha / beta) (eV) = 0.46 / -0.04
- total charge = 0
- E_HOMO (alpha / beta) (eV) = -6.58 / -8.07
- multiplicity = 6

Atom charges from the Mulliken analysis, given in e for atoms 1 to 6:
1. P 1.60
2. P 1.25
3. C -1.51
4. C -0.86
5. H 0.35
6. H 0.55

---

Energies relative to the minimum, eV: arrangement one 3.128; arrangement two 0.000

---

Arrangement one

Density functional theory data (ωB97M-V/def2-TZVPD) for a molecular structure, C3H2I2.

Atoms and positions in Å:
C (-1.592, 0.030, 0.809)
C (-0.637, 0.023, 0.081)
C (0.677, 0.000, -0.630)
I (1.780, -1.809, -0.086)
I (1.585, 1.800, -0.097)
H (-2.302, -0.147, 1.554)
H (0.488, 0.102, -1.631)

- frontier orbital gap (alpha / beta) (Eh) = 0.246 / 0.201
- lowest unoccupied orbital energy (alpha / beta) (eV) = 0.41 / -3.92
- total charge = 0
- E_HOMO (alpha / beta) (eV) = -6.28 / -9.39
- multiplicity = 3

Atom charges from the Mulliken analysis, given in e for atoms 1 to 6:
1. C -0.11
2. C -0.44
3. C -0.71
4. I 0.26
5. I 0.10
6. H 0.44

---

Arrangement two

Density functional theory data (ωB97M-V/def2-TZVPD) for a molecular structure, C3H2I2.

Atoms and positions in Å:
C (0.440, 0.493, 0.167)
C (2.225, 1.194, 0.312)
C (-0.462, -0.528, -0.172)
I (3.574, -0.305, 0.073)
I (-2.514, -0.315, 0.136)
H (-0.033, 1.378, 0.574)
H (-0.160, -1.470, -0.602)

- frontier orbital gap (alpha / beta) (Eh) = 0.309 / 0.241
- lowest unoccupied orbital energy (alpha / beta) (eV) = 0.05 / -2.67
- total charge = 0
- E_HOMO (alpha / beta) (eV) = -8.36 / -9.23
- multiplicity = 3

Atom charges from the Mulliken analysis, given in e for atoms 1 to 6:
1. C -0.31
2. C -0.26
3. C -0.27
4. I 0.19
5. I 0.10
6. H 0.19

---

Energies relative to the minimum, eV: arrangement one 0.000; arrangement two 0.963

---

Arrangement one

Density functional theory data (ωB97M-V/def2-TZVPD) for 4 unconnected molecules or ions with the total composition CH10NO4.

Atoms and positions in Å:
N (1.913, 1.023, -0.092)
C (1.491, -0.052, 0.856)
O (0.386, -0.804, 0.610)
H (1.124, 1.674, -0.088)
H (1.845, 0.653, -1.037)
H (1.441, 0.493, 1.816)
H (2.365, -0.748, 0.896)
H (0.454, -1.005, -2.262)
H (0.038, -0.769, -0.701)
O (-0.218, -0.626, -1.740)
H (-1.464, 1.606, -0.183)
H (-0.696, 1.017, -1.348)
O (-1.107, 1.853, -1.050)
H (-1.104, -1.060, 1.385)
H (-2.209, -2.041, 1.047)
O (-2.052, -1.282, 1.641)

- frontier orbital gap (Eh) = 0.321
- lowest unoccupied orbital energy (eV) = 4.17
- total charge = -1
- E_HOMO (eV) = -4.57

Atom charges from the Mulliken analysis, given in e for atoms 1 to 6:
1. N -0.73
2. C -0.47
3. O -0.82
4. H 0.35
5. H 0.29
6. H 0.33

---

Arrangement two

Density functional theory data (ωB97M-V/def2-TZVPD) for a molecular structure, CH10NO4.

Atoms and positions in Å:
N (-1.469, -0.385, -2.380)
C (-0.912, 0.130, -1.098)
O (0.434, 0.362, -1.252)
H (-1.563, -1.286, -2.515)
H (-0.791, -0.139, -3.055)
H (-0.991, -0.693, -0.370)
H (-1.637, 0.920, -0.709)
H (2.202, -1.060, 0.581)
H (0.941, -0.312, -0.419)
O (1.355, -0.626, 0.642)
H (0.998, -1.799, 3.152)
H (0.430, -1.707, 1.693)
O (0.211, -1.768, 2.567)
H (0.060, 1.571, 0.596)
H (0.774, 2.952, 0.913)
O (-0.084, 2.465, 0.965)

- frontier orbital gap (Eh) = 0.305
- lowest unoccupied orbital energy (eV) = 4.10
- total charge = -1
- E_HOMO (eV) = -4.21

Atom charges from the Mulliken analysis, given in e for atoms 1 to 6:
1. N -0.72
2. C -0.01
3. O -0.73
4. H 0.21
5. H 0.22
6. H 0.10

---

Energies relative to the minimum, eV: arrangement one 0.000; arrangement two 1.541

---

Arrangement one

Density functional theory data (ωB97M-V/def2-TZVPD) for 11 unconnected molecules or ions with the total composition C11H44N20O11.

Atoms and positions in Å:
C (13.030, -10.248, 10.536)
O (13.962, -11.290, 10.675)
H (13.104, -9.524, 11.348)
H (13.099, -9.666, 9.617)
H (12.016, -10.606, 10.354)
H (14.003, -11.566, 9.757)
C (15.179, -9.952, 14.250)
O (14.979, -11.098, 14.615)
N (15.673, -9.020, 14.921)
N (15.064, -9.588, 13.018)
H (15.707, -8.107, 14.489)
H (15.926, -9.040, 15.898)
H (14.487, -10.206, 12.465)
H (15.197, -8.615, 12.783)
C (16.564, -10.482, 6.483)
O (17.736, -10.749, 6.492)
N (15.737, -10.635, 7.463)
N (16.016, -10.003, 5.425)
H (14.775, -10.337, 7.381)
H (16.207, -10.801, 8.342)
H (16.492, -9.930, 4.537)
H (15.011, -10.095, 5.463)
C (8.961, -8.169, 8.065)
O (8.714, -8.619, 6.969)
N (9.587, -8.898, 8.959)
N (8.747, -6.902, 8.436)
H (9.873, -8.365, 9.767)
H (9.658, -9.878, 8.725)
H (9.175, -6.644, 9.314)
H (8.004, -6.430, 7.941)
C (14.636, -6.915, 9.715)
O (14.674, -7.116, 10.896)
N (15.538, -7.335, 8.862)
N (13.778, -6.108, 9.114)
H (16.273, -7.936, 9.206)
H (15.407, -7.157, 7.877)
H (14.024, -6.012, 8.139)
H (12.975, -5.755, 9.614)
C (11.196, -11.106, 14.240)
O (12.321, -11.410, 14.595)
N (10.125, -11.592, 14.653)
N (10.988, -10.255, 13.351)
H (10.294, -12.274, 15.379)
H (9.275, -11.380, 14.151)
H (11.708, -9.753, 12.850)
H (10.032, -9.930, 13.352)
C (12.309, -10.278, 6.023)
O (12.822, -10.524, 7.118)
N (12.816, -10.700, 4.964)
N (11.297, -9.520, 5.833)
H (12.301, -10.666, 4.095)
H (13.454, -11.479, 4.893)
H (10.713, -9.726, 5.036)
H (10.941, -9.003, 6.625)
C (14.278, -14.439, 12.615)
O (14.390, -13.430, 13.389)
N (13.456, -14.448, 11.562)
N (14.661, -15.586, 12.973)
H (13.576, -15.159, 10.855)
H (13.106, -13.543, 11.282)
H (15.172, -15.712, 13.835)
H (14.456, -16.331, 12.322)
C (13.328, -14.738, 6.812)
O (13.247, -15.658, 7.555)
N (13.698, -14.783, 5.563)
N (13.148, -13.434, 7.071)
H (13.641, -13.971, 4.965)
H (14.024, -15.656, 5.173)
H (12.957, -12.821, 6.292)
H (12.684, -13.242, 7.947)
C (17.274, -12.009, 10.421)
O (16.459, -12.664, 9.796)
N (18.522, -12.255, 10.403)
N (17.002, -10.828, 10.880)
H (19.012, -13.057, 10.034)
H (18.962, -11.855, 11.219)
H (16.056, -10.490, 10.988)
H (17.745, -10.189, 11.125)
C (11.168, -6.863, 12.110)
O (10.629, -7.332, 11.164)
N (12.424, -7.129, 12.325)
N (10.559, -6.191, 13.016)
H (12.849, -6.595, 13.070)
H (13.000, -7.227, 11.501)
H (9.588, -5.917, 12.963)
H (11.180, -5.757, 13.684)

- frontier orbital gap (alpha / beta) (Eh) = 0.333 / 0.165
- lowest unoccupied orbital energy (alpha / beta) (eV) = -1.94 / -6.50
- total charge = +1
- E_HOMO (alpha / beta) (eV) = -10.99 / -10.99
- multiplicity = 2

Atom charges from the Mulliken analysis, given in e for atoms 1 to 6:
1. C 0.56
2. O -0.24
3. H -0.70
4. H -0.09
5. H 0.43
6. H 0.08

---

Arrangement two

Density functional theory data (ωB97M-V/def2-TZVPD) for 11 unconnected molecules or ions with the total composition C11H44N20O11.

Atoms and positions in Å:
C (1.962, -0.118, 5.763)
O (1.042, 0.382, 4.848)
H (1.616, -1.044, 6.222)
H (2.985, -0.277, 5.421)
H (2.170, 0.651, 6.507)
H (0.923, -0.283, 4.166)
C (2.251, 2.623, -2.397)
O (2.680, 3.407, -3.268)
N (1.101, 2.069, -2.511)
N (2.712, 2.331, -1.207)
H (0.704, 2.077, -3.439)
H (0.912, 1.267, -1.926)
H (3.570, 2.827, -1.011)
H (2.207, 1.814, -0.500)
C (0.898, 0.131, 1.055)
O (0.913, 1.326, 0.737)
N (0.420, -0.192, 2.247)
N (1.136, -0.897, 0.279)
H (-0.058, 0.603, 2.647)
H (-0.011, -1.104, 2.294)
H (1.409, -0.817, -0.690)
H (0.651, -1.674, 0.703)
C (3.554, -1.237, -2.542)
O (2.363, -1.564, -2.408)
N (4.331, -1.504, -3.561)
N (4.319, -0.671, -1.698)
H (5.331, -1.601, -3.454)
H (3.948, -2.140, -4.246)
H (5.277, -0.380, -1.832)
H (3.855, -0.351, -0.860)
C (-0.572, 5.204, 2.764)
O (-1.369, 4.940, 3.717)
N (0.105, 4.406, 1.968)
N (-0.277, 6.408, 2.510)
H (0.752, 4.942, 1.407)
H (0.013, 3.400, 1.950)
H (0.444, 6.569, 1.821)
H (-0.874, 7.109, 2.925)
C (0.168, -4.677, -2.528)
O (1.123, -5.015, -3.257)
N (-0.995, -5.125, -2.521)
N (0.268, -3.572, -1.863)
H (-1.667, -4.442, -2.201)
H (-1.190, -5.730, -3.306)
H (-0.502, -3.321, -1.259)
H (1.007, -2.941, -2.138)
C (-2.208, 1.817, 4.058)
O (-1.680, 1.529, 3.017)
N (-3.453, 2.117, 4.208)
N (-1.570, 1.849, 5.205)
H (-3.862, 2.271, 3.298)
H (-3.879, 2.253, 5.114)
H (-0.587, 1.616, 5.231)
H (-2.059, 1.988, 6.077)
C (0.184, -0.256, -4.522)
O (0.058, 0.789, -5.159)
N (-0.287, -0.414, -3.309)
N (0.721, -1.330, -4.983)
H (-0.189, -1.336, -2.909)
H (-0.785, 0.350, -2.875)
H (1.239, -1.306, -5.850)
H (0.871, -2.099, -4.346)
C (-2.840, -1.904, -1.216)
O (-2.744, -3.118, -1.190)
N (-2.248, -1.143, -0.438)
N (-3.482, -1.147, -2.053)
H (-1.765, -1.586, 0.330)
H (-2.102, -0.181, -0.707)
H (-3.287, -0.161, -2.147)
H (-3.896, -1.668, -2.813)
C (-0.525, -4.043, 1.469)
O (-0.821, -2.866, 1.349)
N (-1.084, -5.034, 0.908)
N (0.429, -4.407, 2.261)
H (-0.972, -5.993, 1.205)
H (-1.634, -4.748, 0.111)
H (0.522, -5.411, 2.330)
H (0.895, -3.642, 2.727)
C (-2.324, 2.463, -1.360)
O (-2.027, 1.392, -1.878)
N (-1.758, 2.826, -0.228)
N (-3.084, 3.390, -1.875)
H (-0.917, 2.285, -0.087)
H (-1.810, 3.820, -0.058)
H (-3.506, 2.870, -2.630)
H (-3.139, 4.358, -1.592)

- frontier orbital gap (alpha / beta) (Eh) = 0.316 / 0.106
- lowest unoccupied orbital energy (alpha / beta) (eV) = -2.47 / -8.18
- total charge = +1
- E_HOMO (alpha / beta) (eV) = -11.07 / -11.07
- multiplicity = 2

Atom charges from the Mulliken analysis, given in e for atoms 1 to 6:
1. C -0.75
2. O -0.39
3. H 0.30
4. H 0.28
5. H 0.27
6. H 0.26

---

Energies relative to the minimum, eV: arrangement one 1.825; arrangement two 0.000

---

Arrangement one

Density functional theory data (ωB97M-V/def2-TZVPD) for 2 unconnected molecules or ions with the total composition C3H6N4O2.

Atoms and positions in Å:
C (-0.137, 0.519, -0.237)
C (2.788, -1.277, 0.377)
C (-2.129, -0.947, -0.342)
H (-1.333, 2.614, -0.551)
H (1.309, 1.545, 0.244)
H (3.892, -1.027, 0.268)
H (2.469, -2.349, 0.985)
H (-1.288, -1.701, -0.815)
H (-3.676, -0.281, 0.647)
N (0.458, 1.676, -0.226)
N (2.127, -0.101, -0.495)
N (-1.535, 0.398, -0.093)
N (-3.348, -1.159, 0.181)
O (-0.328, 2.671, 0.297)
O (0.730, -0.580, -0.240)

- frontier orbital gap (Eh) = 0.265
- lowest unoccupied orbital energy (eV) = -1.56
- total charge = 0
- E_HOMO (eV) = -8.77

Atom charges from the Mulliken analysis, given in e for atoms 1 to 6:
1. C 0.51
2. C -0.22
3. C 0.15
4. H 0.42
5. H 0.36
6. H 0.30

---

Arrangement two

Density functional theory data (ωB97M-V/def2-TZVPD) for a molecular structure, C3H6N4O2.

Atoms and positions in Å:
C (-0.034, 0.619, 0.133)
C (2.172, 0.980, -0.898)
C (1.883, 1.476, 0.761)
H (0.120, -0.094, -1.651)
H (2.341, 2.035, -1.614)
H (3.104, -0.177, -0.689)
H (2.459, 2.494, 0.887)
H (2.570, 0.817, 1.426)
H (0.379, 1.165, 2.182)
N (-1.417, -1.314, -0.010)
N (-0.944, -0.119, 0.630)
N (0.635, 0.406, -0.877)
N (0.325, 1.625, 0.968)
O (-1.044, -1.561, -1.273)
O (-2.117, -2.048, 0.586)

- frontier orbital gap (Eh) = 0.357
- lowest unoccupied orbital energy (eV) = -0.13
- total charge = 0
- E_HOMO (eV) = -9.85

Atom charges from the Mulliken analysis, given in e for atoms 1 to 6:
1. C 0.51
2. C -0.50
3. C -0.50
4. H 0.28
5. H 0.29
6. H 0.31

---

Energies relative to the minimum, eV: arrangement one 1.112; arrangement two 0.000